16
Properties=species:S:1:pos:R:3:forces:R:3 method="wB97M-V/def2-TZVPD" total_charge=0 gap_ev=12.2 e_above_lowest_kj_mol=53.9 homo_ev=-11.00 fmax_ev_per_a=3.23 spin_multiplicity=1
C -1.017413 0.913289 2.570758 -1.39 -1.86 2.24
C -0.059017 0.281140 1.603421 0.15 -0.05 -0.53
H -0.819712 1.916226 2.927114 -0.09 0.21 -0.38
H -2.071486 0.691358 2.392087 -0.22 1.10 -1.40
H -1.165831 0.286760 3.498057 1.48 0.45 -0.17
H -0.327813 -0.762552 1.400037 0.11 0.16 0.17
H 0.968727 0.315332 1.968959 -0.04 -0.08 0.01
H -0.071586 0.780135 0.631052 0.02 0.08 0.08
C 1.314321 -0.726876 -2.022799 0.62 -0.58 0.26
C -0.131976 -0.347501 -2.196354 -1.50 0.11 -0.71
H 1.409240 -1.780744 -1.730809 -0.09 0.23 0.24
H 1.933538 -0.671654 -2.923149 -0.44 0.27 -0.20
H 1.839298 -0.119097 -1.283640 -0.17 -0.03 0.12
H -0.688806 -1.021356 -2.852131 0.44 -0.27 -0.33
H -0.797718 -0.381540 -1.327186 0.73 0.10 0.44
H -0.313766 0.627084 -2.655423 0.39 0.15 0.14

10
Properties=species:S:1:pos:R:3:forces:R:3 method="wB97M-V/def2-TZVPD" total_charge=0 gap_ev=12.0 e_above_lowest_kj_mol=84.3 homo_ev=-11.38 fmax_ev_per_a=2.05 spin_multiplicity=1
C -0.661092 -0.975622 -0.227242 0.19 -0.24 -0.54
C -0.062678 0.315260 0.307753 0.53 0.34 0.34
C 1.404875 0.245141 0.013441 -1.22 0.30 0.59
H -0.187440 -1.234616 -1.250744 -1.14 0.32 1.68
H -0.325573 -1.695298 0.559445 -0.59 -0.04 -1.01
H -1.780450 -0.866632 -0.251516 1.16 -0.37 -0.10
H -0.194810 0.302870 1.427314 0.16 0.34 -0.97
H -0.072902 2.263368 -0.079202 -0.92 -1.25 -0.30
N 2.522197 0.173682 -0.207641 0.82 -0.03 -0.20
O -0.642123 1.471848 -0.291610 1.02 0.64 0.50

149
Properties=species:S:1:pos:R:3:forces:R:3 method="wB97M-V/def2-TZVPD" total_charge=-1 gap_ev=6.6 homo_ev=-4.70 fmax_ev_per_a=1.40 spin_multiplicity=1
Pt -0.084801 -0.196479 -0.114708 -0.18 -0.70 1.20
C -1.057335 0.156947 3.485345 0.14 0.06 -0.37
Si 0.214797 -0.406519 2.195023 -0.03 0.08 -0.65
C 0.611462 -2.280410 2.331072 0.04 0.17 0.14
C 1.487750 -2.810648 3.277010 -0.11 0.08 0.09
C 1.881385 -4.141498 3.234308 0.06 -0.04 0.04
C 1.400584 -4.970327 2.231214 0.00 0.03 -0.03
C 0.501499 -4.470490 1.299022 0.02 -0.03 0.06
C 0.098848 -3.137765 1.345687 -0.09 -0.29 -0.03
P -1.140638 -2.412215 0.209437 0.63 0.68 -0.27
C -2.798705 -3.024992 0.855125 0.01 0.34 -0.12
C -3.468484 -2.071931 1.856363 0.15 0.09 -0.02
C -3.013299 -2.299438 3.295769 -0.24 -0.29 -0.06
C -3.331605 -3.725100 3.729247 0.14 -0.02 -0.05
C -2.571011 -4.696573 2.833916 -0.23 0.09 -0.07
C -2.902208 -4.480769 1.352695 0.18 0.00 0.09
C -1.038008 -3.232571 -1.458668 -0.08 -0.02 0.15
C -1.942706 -2.411255 -2.420659 -0.17 -0.12 -0.02
C -3.154976 -3.189864 -2.926628 0.14 -0.08 -0.08
C -2.715121 -4.426653 -3.727291 0.01 0.07 0.10
C -1.417529 -5.021241 -3.159496 -0.10 -0.05 0.10
C -1.311369 -4.732360 -1.660238 0.11 0.00 -0.11
C 1.737106 0.690028 2.524427 -0.13 -0.02 -0.07
C 1.842938 1.449979 3.687490 0.04 -0.15 0.09
C 2.762695 2.481476 3.802415 0.04 0.04 0.01
C 3.608319 2.761171 2.742683 -0.02 -0.02 0.01
C 3.545402 1.993386 1.587780 0.02 0.05 0.03
C 2.612870 0.968835 1.461223 0.17 0.08 0.05
P 2.458293 -0.133927 0.003541 -0.69 0.57 0.16
C 3.679177 -1.426984 0.600163 -0.20 0.08 -0.43
C 3.656265 -2.744433 -0.192840 0.05 -0.05 0.00
C 4.901010 -3.599740 0.111016 -0.04 -0.01 0.10
C 5.401140 -3.353118 1.532296 0.07 0.03 -0.10
C 5.888643 -1.903093 1.688489 -0.09 -0.02 -0.05
C 5.121989 -0.943455 0.761429 -0.03 -0.09 0.09
C 3.067801 0.721269 -1.532896 -0.08 -0.04 0.15
C 4.350128 1.569219 -1.611476 0.01 -0.01 -0.11
C 4.747558 1.740881 -3.080046 0.02 -0.06 0.09
C 5.211105 0.415083 -3.693656 -0.09 0.00 0.02
C 4.421207 -0.769888 -3.113010 0.00 0.08 0.01
C 3.031023 -0.339083 -2.657359 0.05 -0.11 0.14
H -0.887851 -0.308950 4.459942 0.01 -0.03 0.00
H -2.076732 -0.056463 3.169466 0.13 0.12 0.02
H -0.965705 1.238839 3.581819 0.01 0.02 -0.02
H 1.872429 -2.158432 4.056482 0.08 -0.05 -0.02
H 2.571934 -4.531463 3.972916 0.00 0.02 0.00
H 1.718712 -6.004418 2.176966 0.00 0.00 0.00
H 0.112525 -5.130108 0.536384 0.02 0.00 0.08
H -3.371881 -2.949796 -0.076724 -0.05 -0.03 0.04
H -4.550247 -2.244220 1.815693 -0.01 0.07 -0.04
H -3.287281 -1.038655 1.548810 -0.07 0.00 -0.02
H -3.507302 -1.580830 3.953460 0.08 0.03 0.01
H -1.935673 -2.141662 3.371968 -0.07 -0.06 0.09
H -4.409467 -3.906689 3.647639 -0.01 0.01 0.03
H -3.049289 -3.881147 4.773482 -0.04 0.00 0.01
H -2.819146 -5.730422 3.090448 0.08 0.00 0.02
H -1.503585 -4.559835 3.005083 0.09 -0.04 0.01
H -3.943151 -4.788482 1.194550 0.01 -0.04 -0.03
H -2.280669 -5.149451 0.758718 -0.04 0.00 0.00
H 0.007874 -3.041632 -1.716163 0.00 0.02 -0.10
H -1.360778 -2.130721 -3.296433 0.06 0.12 0.02
H -2.259935 -1.475369 -1.961578 0.06 0.08 -0.03
H -3.748443 -2.529442 -3.560828 -0.09 0.00 0.06
H -3.795977 -3.495690 -2.095112 -0.02 0.03 -0.01
H -2.573041 -4.154728 -4.776723 -0.02 -0.04 -0.01
H -3.504687 -5.181220 -3.685487 -0.01 0.00 -0.11
H -0.542907 -4.593901 -3.653018 0.06 0.03 -0.07
H -1.388292 -6.098149 -3.339758 0.05 0.01 -0.02
H -0.505639 -5.332719 -1.236824 -0.07 -0.01 0.02
H -2.246217 -5.040337 -1.189186 0.04 0.00 0.02
H 1.174017 1.249642 4.516315 -0.04 0.05 -0.01
H 2.795856 3.085350 4.700969 0.01 -0.03 0.02
H 4.314307 3.580372 2.803917 0.00 0.00 0.01
H 4.221523 2.224670 0.780223 0.02 -0.03 -0.02
H 3.283936 -1.630535 1.598878 -0.03 0.01 0.07
H 3.617204 -2.555821 -1.265905 -0.04 -0.03 0.04
H 2.752041 -3.294824 0.068504 -0.08 -0.02 0.01
H 5.703389 -3.355764 -0.592698 0.00 -0.02 -0.02
H 4.666284 -4.657359 -0.029106 0.02 0.02 -0.06
H 6.207190 -4.047950 1.778543 -0.04 -0.01 0.05
H 4.582757 -3.546958 2.229010 -0.03 -0.05 0.04
H 6.955877 -1.839395 1.460230 0.01 0.00 0.04
H 5.759438 -1.582395 2.725503 0.04 0.00 0.00
H 5.604056 -0.920074 -0.218835 -0.02 0.06 -0.01
H 5.155159 0.062332 1.175494 0.06 0.06 -0.05
H 2.223229 1.402316 -1.693401 -0.02 -0.06 -0.08
H 5.183819 1.122118 -1.064482 0.01 0.03 0.04
H 4.159295 2.559139 -1.198134 0.03 -0.04 0.13
H 5.536987 2.490626 -3.165570 -0.03 0.04 -0.05
H 3.878507 2.124297 -3.625446 0.03 0.02 0.03
H 6.276950 0.273310 -3.496185 0.01 0.00 -0.05
H 5.088420 0.451039 -4.778742 0.10 -0.04 0.08
H 4.967594 -1.192738 -2.265520 0.00 -0.02 -0.01
H 4.328327 -1.564304 -3.857101 0.03 -0.04 0.03
H 2.462261 -1.205624 -2.317452 -0.01 0.11 -0.11
H 2.485475 0.058341 -3.512203 0.00 -0.01 0.13
S -3.731425 6.842917 -0.697102 -0.15 0.18 0.03
C -3.143212 5.347091 -0.296944 0.06 -0.40 -0.11
S -1.470508 5.066964 0.099929 -0.32 -0.48 0.02
C -1.776842 3.312234 0.223696 -0.33 0.67 -0.30
N -3.006294 3.027130 -0.015870 -0.13 -0.62 0.09
N -3.772539 4.137534 -0.287765 0.32 0.60 0.12
C -5.124820 3.867165 -0.635529 -0.16 -0.16 -0.13
C -5.384207 2.681072 -1.319282 0.06 0.05 -0.10
C -6.679624 2.364430 -1.690190 0.01 -0.01 -0.01
C -7.726306 3.220342 -1.380579 -0.05 0.00 0.00
C -7.467001 4.386747 -0.678167 -0.01 -0.03 -0.01
C -6.174348 4.713601 -0.295578 0.11 -0.03 0.03
S -0.480839 2.306886 0.660271 0.98 -0.52 0.26
H -4.560121 2.022899 -1.554793 0.01 -0.02 0.01
H -6.866398 1.445983 -2.232280 0.01 0.01 -0.01
H -8.737770 2.976628 -1.681258 0.01 0.00 0.01
H -8.278071 5.055661 -0.419052 0.01 0.00 0.01
H -5.991269 5.616039 0.260804 0.10 0.10 0.01
F -1.471114 -0.647131 -7.365487 -0.03 0.14 -0.19
C -0.623077 -1.503718 -6.791420 0.07 0.01 0.42
C -0.153995 -1.296873 -5.500162 0.15 0.01 0.02
C 0.676996 -2.293276 -5.010045 -0.34 0.27 0.04
F 1.150613 -2.173360 -3.765137 0.10 -0.22 0.00
C 1.055466 -3.405561 -5.730767 -0.04 -0.07 -0.01
F 1.853543 -4.330744 -5.193353 0.08 -0.08 0.01
C 0.591884 -3.555778 -7.025117 -0.09 0.26 0.16
F 0.943917 -4.609381 -7.750201 0.05 -0.20 -0.10
C -0.256323 -2.599504 -7.551504 0.04 -0.13 -0.06
F -0.715908 -2.747693 -8.796164 -0.06 -0.02 -0.09
Ge -0.298772 0.458324 -4.489293 -0.11 0.11 -0.31
S -0.448206 0.831063 -2.386820 0.00 0.02 -0.39
C -1.866898 1.336927 -5.409623 0.20 -0.13 0.13
C -3.123416 1.143242 -4.860904 0.23 -0.05 0.06
F -3.260032 0.309518 -3.820420 -0.24 0.01 -0.01
C -4.267148 1.737367 -5.362052 -0.01 0.00 0.00
F -5.460469 1.510832 -4.808612 -0.04 0.01 0.05
C -4.168101 2.552202 -6.474288 0.11 -0.09 0.03
F -5.251535 3.139915 -6.974637 -0.09 0.01 -0.06
C -2.939592 2.721961 -7.087741 0.00 0.04 0.00
F -2.856809 3.444581 -8.209574 0.01 0.07 0.00
C -1.817028 2.121074 -6.549955 -0.11 -0.13 0.13
F -0.668413 2.283541 -7.224999 0.10 0.05 0.02
C 1.295235 1.464691 -5.203555 -0.15 0.04 -0.13
C 2.398643 0.947615 -5.860378 -0.26 0.14 0.05
F 2.530704 -0.378774 -6.038087 0.11 -0.04 -0.05
C 3.411939 1.745922 -6.359401 0.00 0.02 -0.06
F 4.463661 1.204466 -6.984011 0.05 -0.01 -0.07
C 3.338737 3.117284 -6.208046 -0.18 -0.11 0.04
F 4.307167 3.893057 -6.685065 0.12 0.10 -0.05
C 2.251764 3.675601 -5.557277 0.11 0.02 -0.01
F 2.168089 4.999097 -5.426299 0.02 0.08 0.02
C 1.266604 2.846075 -5.061015 -0.05 -0.31 0.05
F 0.225394 3.413837 -4.449911 -0.04 0.16 -0.05

9
Properties=species:S:1:pos:R:3:forces:R:3 method="wB97M-V/def2-TZVPD" total_charge=0 gap_ev="8.6 / 7.7" e_above_lowest_kj_mol=542.0 homo_ev="-9.67 / -9.23" fmax_ev_per_a=3.61 spin_multiplicity=1
N 0.039542 -1.069449 0.542410 0.58 -0.21 -1.01
N 1.757171 0.026561 -0.677146 -2.23 -1.94 -2.07
O -0.723134 1.340674 0.414611 1.30 0.94 -1.31
O -2.355351 -0.627881 -0.157217 1.32 0.47 1.33
S -0.777783 -0.198855 -0.443619 0.24 1.35 1.13
H 2.135045 -0.919449 -0.769735 0.03 0.09 -0.05
H 2.208142 0.412391 0.076312 1.45 1.15 2.71
H 0.155347 1.879396 0.202579 -2.73 -2.08 0.26
H -2.438983 -0.843389 0.811805 0.02 0.23 -0.99